No. 1
Computed, not measured: a cluster of 2 separate species, C16H17N5O4 in total at a distorted geometry, with wB97M-V/def2-TZVPD.

SMILES: N#Cc1cc([N+](=O)[O-])cc2c1no[n+]2[O-].C1=C(N2CCCC2)CCC1
Orbital gap, eV: 4.7
Largest force on an atom, eV/A: 3.7
Multiplicity: 1
Net charge: 0

Last columns: bonded neighbours and bond lengths (Å).
Element x y z (Å)
1 N -1.4604 -4.3411 3.5454  C2 1.170
2 C -0.9992 -3.2661 3.5214  N1 1.170, C3 1.439
3 C -0.4102 -1.9537 3.4888  C2 1.439, C4 1.399, C15 1.437
4 C 0.9547 -1.6455 3.5059  C3 1.399, C5 1.430, H16 1.091
5 C 1.4112 -0.2931 3.4129  C4 1.430, N6 1.434, C9 1.407
6 N 2.8148 -0.0028 3.3662  C5 1.434, O7 1.253, O8 1.259
7 O 3.6442 -0.9281 3.5236  N6 1.253
8 O 3.1753 1.1873 3.1686  N6 1.259
9 C 0.5067 0.7808 3.3286  C5 1.407, C10 1.385, H17 1.087
10 C -0.8435 0.4750 3.3599  C9 1.385, N11 1.403, C15 1.414
11 N -1.9672 1.3114 3.4457  C10 1.403, O12 1.223, O13 1.429
12 O -2.1364 2.5231 3.4406  N11 1.223
13 O -3.0782 0.4280 3.6129  N11 1.429, N14 1.410
14 N -2.6738 -0.9225 3.6088  O13 1.410, C15 1.356
15 C -1.3292 -0.8494 3.4499  C3 1.437, C10 1.414, N14 1.356
16 H 1.6918 -2.4472 3.5657  C4 1.091
17 H 0.8263 1.8175 3.2592  C9 1.087
18 C 0.0001 2.0121 -2.5558  C19 1.574, C27 1.544, H28 1.097, H29 1.099
19 C 1.0700 1.4644 -1.5402  C18 1.574, C20 1.477, H30 1.096, H31 1.100
20 C 0.9493 2.3430 -0.3589  C19 1.477, C21 1.373, H32 1.087
21 C 0.1304 3.4156 -0.6125  C20 1.373, N22 1.334, C27 1.508
22 N -0.1368 4.4393 0.1999  C21 1.334, C23 1.444, C26 1.447
23 C -1.0602 5.4988 -0.1330  N22 1.444, C24 1.536, H33 1.100, H34 1.098
24 C -1.1676 6.3479 1.1420  C23 1.536, C25 1.546, H35 1.095, H36 1.098
25 C -0.1390 5.7844 2.1487  C24 1.546, C26 1.537, H37 1.095, H38 1.095
26 C 0.4761 4.5308 1.5070  N22 1.447, C25 1.537, H39 1.103, H40 1.104
27 C -0.4901 3.3615 -1.9864  C18 1.544, C21 1.508, H41 1.104, H42 1.099
28 H 0.3982 2.1118 -3.5730  C18 1.097
29 H -0.8546 1.3232 -2.5971  C18 1.099
30 H 0.8960 0.4097 -1.2970  C19 1.096
31 H 2.0740 1.5389 -1.9834  C19 1.100
32 H 1.4989 2.1924 0.5663  C20 1.087
33 H -0.7019 6.0767 -0.9979  C23 1.100
34 H -2.0327 5.0784 -0.4207  C23 1.098
35 H -0.9801 7.4033 0.9174  C24 1.095
36 H -2.1875 6.2550 1.5372  C24 1.098
37 H 0.6506 6.5137 2.3592  C25 1.095
38 H -0.6163 5.5001 3.0926  C25 1.095
39 H 0.2558 3.6268 2.0995  C26 1.103
40 H 1.5744 4.5931 1.4145  C26 1.104
41 H -0.1812 4.2150 -2.6146  C27 1.104
42 H -1.5867 3.4100 -1.9239  C27 1.099

natural (NBO) population analysis, charges in e, atoms 1 to 5: N -0.2419; C 0.2533; C -0.1859; C -0.0952; C -0.0009

No. 2
Computed, not measured: a cluster of 2 separate species, C4H7NO in total at a distorted geometry, with wB97M-V/def2-TZVPD.

Orbital gap (spin up / spin down), eV: 11.3 / 7.9
Largest force on an atom, eV/A: 2.3
Multiplicity: 2
Net charge: +1

Last columns: bonded neighbours and bond lengths (Å).
Element x y z (Å)
1 C -1.8772 0.1844 0.7641  C2 1.411, C5 1.372, H6 1.081
2 C -0.9558 0.6879 -0.1789  C1 1.411, N3 1.369, H7 1.078
3 N 0.1676 -0.0933 -0.1550  C2 1.369, C4 1.356, H8 1.023
4 C 0.0286 -0.9586 0.8797  N3 1.356, C5 1.439, H9 1.081
5 C -1.3307 -0.9278 1.3521  C1 1.372, C4 1.439, H10 1.077
6 H -2.9551 0.2646 0.7348  C1 1.081
7 H -1.0671 1.4729 -0.9098  C2 1.078
8 H 0.9149 -0.1144 -0.8540  N3 1.023
9 H 0.7896 -1.6855 1.1249  C4 1.081
10 H -1.6485 -1.5818 2.1469  C5 1.077
11 H 2.1510 1.3107 -2.2405  O13 0.981
12 H 3.0241 1.1342 -1.0242  O13 0.962
13 O 2.7577 0.6642 -1.8203  H11 0.981, H12 0.962

natural (NBO) population analysis, charges in e, atoms 1 to 5: C -0.2391; C 0.2057; N -0.5369; C 0.2093; C -0.1895

no.,E (Ha)
1,-1194.32875
2,-286.29333